(1)
Entry from the OMol25 dataset: a single C5H4ClFN2O molecule in a non-equilibrium geometry (wB97M-V/def2-TZVPD).

Properties
energy relative to the best compared isomer or geometry (same formula, charge and spin)	287.2	kJ/mol
energy	-25513.12974	eV
E_LUMO	0.0173	hartree
Kohn-Sham gap	9.64	eV
SMILES	CN(C#CF)/C=N\C(=O)Cl

Structure (ORCA input):
```
! RIJCOSX wB97M-V def2-TZVPD def2/J DEFGRID3
* xyz 0 1
C 0.1226 1.2322 -0.1036
C -0.4783 -2.2213 -0.1695
C 0.0446 -1.1444 0.0377
C -2.3338 1.1192 -0.2935
C 2.1201 -0.2681 0.2480
N -1.0753 1.5381 -0.1963
N 0.6918 0.0274 0.0439
O -2.8973 0.7772 -1.2984
F -1.0465 -3.3855 -0.3015
Cl -3.0338 1.2390 1.2299
H 0.6383 2.1462 -0.0903
H 2.2985 -1.2962 -0.1666
H 2.6242 0.4187 -0.3046
H 2.3250 -0.1822 1.3649
*
```



(2)
Entry from the OMol25 dataset: a molecular structure, C38H30N4O5SiTi in a non-equilibrium geometry (wB97M-V/def2-TZVPD).

Properties
energy relative to the best compared isomer or geometry (same formula, charge and spin)	142.1	kJ/mol
energy	-87082.29146	eV
E_LUMO (alpha / beta)	0.1677 / 0.1678	hartree
<S²>	2.0600
Kohn-Sham gap (alpha / beta)	4.36 / 6.15	eV

Structure (ORCA input):
```
! RIJCOSX wB97M-V def2-TZVPD def2/J DEFGRID3
* xyz -2 3
Ti 0.0530 -0.2362 1.1103
O 4.0087 2.8125 3.1870
C 3.4968 3.7338 2.3879
C 4.0720 5.0143 2.3197
C 3.7283 5.8948 1.3130
C 2.7025 5.5709 0.4513
C 1.9843 4.3937 0.6467
C 2.3747 3.4119 1.5136
C 1.8372 2.0631 1.4718
O 0.7885 1.7451 0.7164
N 2.4693 1.1652 2.1896
N 1.8991 -0.1093 2.2538
C 2.3705 -1.1279 2.9616
C 1.6135 -2.2903 3.2577
C 1.7396 -3.0405 4.4402
C 0.9672 -4.1530 4.7254
C 0.0191 -4.6066 3.7572
C -0.1838 -3.8678 2.6328
C 0.5678 -2.6939 2.4289
O 0.3027 -2.0330 1.2621
H 3.4161 1.8851 2.8173
H 5.0085 5.1448 2.8999
H 4.2428 6.8544 1.2357
H 2.4089 6.3028 -0.3622
H 1.0791 4.2074 0.1259
H 3.3445 -1.0981 3.3584
H 2.3271 -2.6162 5.2756
H 1.1725 -4.6994 5.6815
H -0.4469 -5.5927 3.8899
H -0.9011 -4.1458 1.8883
O -0.8087 0.3855 2.7926
N -2.0625 0.0059 3.1026
N -2.6798 -0.4235 2.0262
O -2.0061 -0.4412 0.8203
C -4.0307 -0.7383 2.0195
C -4.7643 -0.6137 3.2428
C -6.1275 -0.9891 3.2888
C -6.8088 -1.3582 2.1233
C -6.0029 -1.6410 0.9694
C -4.6941 -1.1737 0.8529
H -4.2449 -0.2697 4.1711
H -6.6780 -0.9568 4.2233
H -7.8805 -1.5756 2.1054
H -6.5063 -2.0185 0.0612
H -4.2343 -1.0484 -0.1350
C -2.2357 3.0849 -3.6980
C -2.0723 1.8997 -4.3550
C -1.2602 0.8514 -3.7898
C -0.7391 1.0211 -2.5086
C -0.9286 2.2778 -1.8806
C -1.6075 3.3333 -2.4545
Si 0.3103 -0.3568 -1.6531
C 2.1081 0.0550 -2.2225
C 2.8323 -0.9623 -2.7414
C 4.2190 -0.7046 -2.9919
C 4.7352 0.5508 -3.0006
C 3.9621 1.6059 -2.5941
C 2.6697 1.3333 -2.1864
C -0.1955 -1.9912 -2.4036
C 0.0551 -2.0448 -3.7810
C -0.6804 -2.9291 -4.5840
C -1.6753 -3.6988 -4.0023
C -1.8797 -3.6833 -2.6645
C -1.0793 -2.8741 -1.8211
H -2.9275 3.8726 -4.0672
H -2.5780 1.6593 -5.2540
H -1.1934 -0.0598 -4.3341
H -0.5990 2.4294 -0.8438
H -1.7074 4.3754 -2.0864
H 2.4918 -1.9943 -2.9681
H 4.8582 -1.5619 -3.3206
H 5.7433 0.7017 -3.3542
H 4.3033 2.6404 -2.6268
H 1.9740 2.1443 -1.9124
H 0.8455 -1.5493 -4.2782
H -0.4121 -2.9695 -5.6263
H -2.3569 -4.2910 -4.6735
H -2.6292 -4.2641 -2.0712
H -1.2842 -2.9344 -0.7518
*
```



(3)
Entry from the OMol25 dataset: a single C3H4O2 molecule in a non-equilibrium geometry (wB97M-V/def2-TZVPD).

Properties
energy relative to the best compared isomer or geometry (same formula, charge and spin)	181.6	kJ/mol
energy	-7268.80360	eV
E_LUMO	0.0285	hartree
Kohn-Sham gap	10.95	eV
SMILES	O=C1COC1

Structure (ORCA input):
```
! RIJCOSX wB97M-V def2-TZVPD def2/J DEFGRID3
* xyz 0 1
O 0.1048 2.0202 0.4957
C 0.0386 0.8447 0.3009
C 1.0303 -0.2989 0.0251
O -0.0524 -1.2349 0.1688
C -1.0354 -0.2059 0.0091
H 1.8830 -0.4549 0.6953
H 1.3822 -0.2788 -1.0185
H -1.3084 0.0145 -1.0390
H -2.0426 -0.4060 0.3625
*
```



(4)
Entry from the OMol25 dataset: 2 unconnected molecules or ions with the total composition C16H25FN4O3 in a non-equilibrium geometry (wB97M-V/def2-TZVPD).

Properties
energy relative to the best compared isomer or geometry (same formula, charge and spin)	0.0	kJ/mol
energy	-31819.43788	eV
E_LUMO	0.0043	hartree
Kohn-Sham gap	9.20	eV
SMILES	CNC(=O)[C@H](CCC(N)=O)NC(C)=O.NCCc1ccccc1F

Structure (ORCA input):
```
! RIJCOSX wB97M-V def2-TZVPD def2/J DEFGRID3
* xyz 0 1
O -2.9870 -1.0883 3.5894
O 1.3704 -3.0400 -0.1870
O -3.2927 -1.9479 -0.2791
F 3.0637 -0.3858 -1.7004
C -1.9618 -0.4391 3.4554
C 1.3344 -2.5703 0.9337
C -2.8400 -1.0589 0.4309
C 0.2932 -1.0174 -3.9971
C 0.0677 0.2645 -4.5050
C 1.3055 -1.2207 -3.0557
C 0.8486 1.3399 -4.0678
C 2.0942 -0.1535 -2.6178
C 1.8670 1.1420 -3.1214
N 2.2246 -1.6578 1.2580
N -3.5494 0.0779 0.4904
N 3.0645 3.8522 -0.7766
N -1.2131 -0.4495 2.3514
C -1.4807 0.4484 4.5805
C -3.2206 1.3788 1.0730
C 0.2814 -2.9884 1.9552
C 2.6936 2.3127 -2.6393
C 2.1885 2.7859 -1.2783
C -1.1498 -2.7456 1.4377
C -1.4711 -1.2589 1.1455
H -0.3152 -1.8551 -4.3268
H -0.7159 0.4247 -5.2397
H 1.4831 -2.2128 -2.6500
H 0.6602 2.3314 -4.4687
H 2.2826 -1.2910 2.1867
H 2.8707 -1.4151 0.5226
H -4.4258 0.0122 -0.0043
H 3.1541 4.6061 -1.4580
H 2.7391 4.2092 0.1214
H -0.3970 0.1372 2.3424
H -2.1657 0.3484 5.4224
H -1.4661 1.4841 4.2473
H -0.4836 0.1383 4.8873
H -3.4757 1.3825 2.1341
H -2.1624 1.6062 0.9411
H -3.8054 2.1551 0.5768
H 0.4065 -4.0527 2.1559
H 0.4373 -2.4576 2.8941
H 2.6444 3.1359 -3.3584
H 3.7435 2.0142 -2.5576
H 1.1608 3.1524 -1.3735
H 2.1842 1.9517 -0.5684
H -1.8579 -3.1279 2.1743
H -1.2798 -3.3272 0.5240
H -0.7473 -0.9305 0.3995
*
```



(5)
Entry from the OMol25 dataset: a molecular structure, C2H5N3O2S2 in a non-equilibrium geometry (wB97M-V/def2-TZVPD).

Properties
energy relative to the best compared isomer or geometry (same formula, charge and spin)	339.3	kJ/mol
energy	-32386.93426	eV
E_LUMO	-0.0263	hartree
Kohn-Sham gap	8.19	eV

Structure (ORCA input):
```
! RIJCOSX wB97M-V def2-TZVPD def2/J DEFGRID3
* xyz 0 1
C -1.1514 1.1853 -0.0078
C -0.0452 1.3460 0.9600
N -1.6332 -0.2386 0.2698
N -0.9385 -0.8054 1.0926
N 0.2419 0.0328 1.6072
O -0.4240 -1.9077 3.6743
O -2.3051 -0.2770 3.4259
S 1.8420 -0.6635 1.6061
S -1.6926 -1.5495 3.0540
H -1.9434 1.8843 0.0117
H -0.9274 1.0901 -1.0495
H 0.9844 1.8454 0.6707
H -0.5279 1.8718 1.8353
H 1.5718 -1.4583 2.5527
*
```



(6)
Entry from the OMol25 dataset: a molecular structure, C2H4N4 in a non-equilibrium geometry (wB97M-V/def2-TZVPD).

Properties
energy relative to the best compared isomer or geometry (same formula, charge and spin)	464.6	kJ/mol
energy	-8094.49859	eV
E_LUMO	0.0238	hartree
Kohn-Sham gap	8.98	eV

Structure (ORCA input):
```
! RIJCOSX wB97M-V def2-TZVPD def2/J DEFGRID3
* xyz 0 1
N -1.6417 0.2793 -0.1083
C -0.3551 0.3576 0.2341
C 0.7196 1.1066 0.3297
N 1.7182 0.4221 -0.4338
N 1.6336 -0.8305 -0.4930
N 0.4786 -1.3574 -0.2325
H -1.9667 -0.6560 -0.2736
H -2.3153 1.0058 0.0899
H 1.0545 2.0209 0.8290
H 0.6744 -2.3483 0.0585
*
```



(7)
Entry from the OMol25 dataset: a molecular structure, FSr2 in a non-equilibrium geometry (wB97M-V/def2-TZVPD).

Properties
energy relative to the best compared isomer or geometry (same formula, charge and spin)	286.2	kJ/mol
energy	-4358.37406	eV
E_LUMO	-0.5205	hartree
Kohn-Sham gap	15.25	eV

Structure (ORCA input):
```
! RIJCOSX wB97M-V def2-TZVPD def2/J DEFGRID3
* xyz 3 1
Sr -0.3807 -0.3153 1.8137
Sr -0.0671 0.1400 -1.7592
F 0.4478 0.1753 -0.0545
*
```



(8)
Entry from the OMol25 dataset: a single C7H15N molecule in a non-equilibrium geometry (wB97M-V/def2-TZVPD).

Properties
energy relative to the best compared isomer or geometry (same formula, charge and spin)	171.9	kJ/mol
energy	-8990.70793	eV
E_LUMO	0.0347	hartree
Kohn-Sham gap	9.41	eV
SMILES	C=CNCC(C)(C)C

Structure (ORCA input):
```
! RIJCOSX wB97M-V def2-TZVPD def2/J DEFGRID3
* xyz 0 1
C -1.1048 -0.2472 -0.0907
C 0.3867 0.6716 -0.3934
C -1.9296 -0.0388 -1.3501
C -1.8455 0.2760 1.1290
C -0.7158 -1.7035 0.0869
N 1.0894 0.5852 0.7946
C 2.6828 0.8471 0.6153
C 3.4571 0.2179 -0.2575
H 0.7429 1.2109 1.5098
H 0.1018 1.6873 -0.6950
H 0.8734 0.1357 -1.2057
H 3.1110 1.4646 1.3994
H -2.1856 1.0123 -1.4811
H -2.0287 1.3475 1.0493
H -0.0475 -1.8194 0.9379
H -2.8663 -0.5994 -1.2954
H -1.3891 -0.3758 -2.2338
H -2.8162 -0.2174 1.2269
H -1.2918 0.0742 2.0440
H -0.2159 -2.0845 -0.8025
H -1.6000 -2.3230 0.2566
H 3.0569 -0.3978 -1.0498
H 4.5346 0.2765 -0.1947
*
```